No. 1
Density functional theory data (the ωB97M-V functional and the def2-TZVPD basis) for a structure of composition C11H23ClCoNO6P2 at a distorted geometry.

## Properties
2S+1   4
Net charge   +1
Strongest force on any atom   0.0487 Eh/bohr
HOMO energy (spin up / spin down)   -11.560 / -12.040 eV
⟨S²⟩   3.838

Positions of all 45 atoms, in Å:
Co1 -0.23671 -0.34308 0.07652
Cl1 -0.18672 0.54034 2.97071
P1 1.86133 -0.98674 0.11507
P2 -2.24349 0.49905 -0.83992
O1 0.44590 4.57615 0.19104
O2 1.10237 -0.00326 3.36866
O3 -0.83542 1.18541 4.07577
O4 -1.03638 -0.56034 2.44855
O5 3.80726 2.70838 -4.06095
O6 -0.00702 1.49871 1.82175
N1 -0.23757 -1.39982 -1.70333
C1 -2.40919 1.99248 -1.84690
C2 -0.22547 -2.74376 -4.08408
C3 -3.20735 0.78872 0.64911
C4 0.97307 -1.74673 -2.26320
C5 -2.67872 -1.02076 -1.75385
C6 2.99110 0.22747 0.74339
C7 2.13383 -1.43210 -1.54328
C8 0.97778 -2.46145 -3.47450
C9 1.81018 -2.31891 1.32314
C10 -1.43186 -2.32319 -3.52380
C11 -1.40289 -1.65877 -2.30285
H1 -0.24395 -3.18745 -5.06635
H2 -2.40539 -2.48101 -3.98805
H3 -2.30145 2.85857 -1.17565
H4 -3.38245 2.02051 -2.36084
H5 3.88459 2.97481 -3.14055
H6 2.64290 0.51674 1.74356
H7 -3.05716 1.84637 0.92197
H8 0.38910 4.26685 -0.71888
H9 -1.59375 2.03108 -2.58053
H10 -0.66778 0.62105 -0.90204
H11 3.07398 -1.75094 -1.97834
H12 -2.82842 0.15627 1.46771
H13 0.23447 3.74688 0.66734
H14 2.87274 2.88156 -4.26623
H15 2.99393 1.07881 0.05390
H16 1.41759 -1.91863 2.26855
H17 2.83313 -2.68206 1.47402
H18 3.95790 -0.28772 0.76876
H19 -4.28045 0.59710 0.47354
H20 1.93676 -2.70426 -3.91619
H21 1.15283 -3.11696 0.95630
H22 -3.25845 -1.68038 -1.08106
H23 -3.33496 -0.80449 -2.61046

No. 2
Density functional theory data (the ωB97M-V functional and the def2-TZVPD basis) for a cluster of 2 separate species, C11H23FN3O6PS2 in total at a distorted geometry.

## Properties
Net charge   0
Strongest force on any atom   0.1134 Eh/bohr
HOMO energy   -8.513 eV
ΔE to the lowest compared entry with this formula, charge and spin   170.16 kcal per mole

Positions of all 47 atoms, in Å:
S1 -2.97100 1.53635 2.92282
S2 -0.93699 -0.39872 4.31086
P1 2.57146 1.40926 -0.01820
F1 2.09391 0.01870 3.10986
O1 1.68253 2.82637 0.52491
O2 2.39786 -1.55270 -4.58430
O3 -3.59335 -1.63153 -0.48301
O4 1.98508 -0.09628 0.62256
O5 4.10714 1.69576 0.21895
O6 2.37378 1.29474 -1.77999
N1 2.46152 0.66371 -4.98409
N2 -2.65725 -1.43524 2.42036
N3 2.58035 -0.80520 -6.70191
C1 -1.67093 2.71402 2.18585
C2 -4.25838 -0.67711 0.46495
C3 2.67920 -0.50212 1.85316
C4 2.47499 -0.62398 -5.37308
C5 0.25051 2.71027 0.19285
C6 -1.70091 -1.85017 1.32548
C7 -0.48216 1.88402 1.40521
C8 2.51430 -2.16496 1.93369
C9 -4.09494 -1.36390 1.95772
C10 -2.16194 -1.45281 -0.19470
C11 -2.21162 -0.19108 3.15610
H1 -0.83590 0.85775 0.96249
H2 2.52404 1.44189 -5.61860
H3 2.64502 -0.05325 -7.36710
H4 1.66412 -2.53082 1.18673
H5 -1.58356 -2.19933 -0.92559
H6 -4.51603 -2.47219 1.85952
H7 -1.82568 -0.36978 -0.54168
H8 0.35916 1.67872 2.22443
H9 2.59418 -1.75965 -7.03685
H10 3.08117 0.59906 -2.02502
H11 3.54313 -2.67351 1.64910
H12 -1.14871 3.22683 3.12804
H13 -3.67188 0.33721 0.37691
H14 2.18665 -2.48992 3.01462
H15 3.83252 -0.30686 1.86637
H16 2.38348 0.84425 -3.99177
H17 -5.39232 -0.51096 0.22312
H18 -0.22912 3.79355 0.06308
H19 0.04407 2.13208 -0.80379
H20 -2.14439 3.58099 1.55864
H21 -1.54136 -3.00930 1.41970
H22 -0.64561 -1.32623 1.51644
H23 -4.75613 -0.79790 2.77515

No. 3
Density functional theory data (the ωB97M-V functional and the def2-TZVPD basis) for a structure of composition C11H23INO2P2Pm at a distorted geometry.

## Properties
2S+1   5
Net charge   +2
Strongest force on any atom   0.0883 Eh/bohr
HOMO energy (spin up / spin down)   -13.708 / -13.714 eV
⟨S²⟩   6.006

Positions of all 41 atoms, in Å:
Pm1 -1.41199 -0.33738 0.88457
I1 -2.68975 -0.30780 3.51948
P1 1.01582 -1.70388 1.72822
P2 -1.54571 2.40692 -0.24222
O1 -2.05880 -3.10960 0.62838
O2 -2.32064 -0.53950 -1.19530
N1 0.72807 0.20592 -0.59682
C1 -0.37219 3.82031 -0.28011
C2 2.95406 -0.03695 -1.50923
C3 1.99288 -0.25958 -0.51090
C4 -3.09249 3.20356 -0.78959
C5 1.24879 1.17522 -2.73848
C6 2.54203 0.67846 -2.63540
C7 1.76511 -1.90450 3.38236
C8 0.98358 -3.43109 1.12448
C9 0.35943 0.92927 -1.67849
C10 -1.02698 1.46990 -1.69368
C11 2.41711 -1.04603 0.72936
H1 0.95483 -1.99121 4.12479
H2 -0.45942 4.38084 0.67094
H3 -3.60631 3.61962 0.09509
H4 -2.83656 3.99608 -1.49984
H5 -2.72935 -3.45841 1.23860
H6 3.05410 -1.91202 0.46597
H7 -3.73148 2.45118 -1.25526
H8 -2.66344 -1.34832 2.31450
H9 2.39203 -2.80794 3.39958
H10 -2.60461 -1.28706 -1.71670
H11 2.36742 -1.01243 3.60747
H12 -1.85254 0.34160 -1.65253
H13 3.25986 0.86747 -3.43159
H14 0.65030 3.43446 -0.38466
H15 1.88960 -3.93110 1.48050
H16 0.09238 -3.95788 1.48905
H17 0.95527 -3.43460 0.02973
H18 -1.28351 2.01876 -2.57769
H19 -2.55920 -2.50832 0.13445
H20 0.88337 1.73999 -3.56795
H21 -0.64310 4.45141 -1.14449
H22 3.00659 -0.42114 1.42806
H23 3.97546 -0.44424 -1.37461

No. 4
Density functional theory data (the ωB97M-V functional and the def2-TZVPD basis) for a cluster of 3 separate species, C11H24BO4 in total at a distorted geometry.

## Properties
Net charge   -1
Strongest force on any atom   0.0504 Eh/bohr
HOMO energy   -4.675 eV
ΔE to the lowest compared entry with this formula, charge and spin   24.30 kcal per mole

Positions of all 40 atoms, in Å:
O1 -2.99320 -0.89738 0.23891
O2 0.71406 1.52151 2.12431
O3 1.75883 0.76982 -2.15676
O4 2.31214 -1.25153 -1.47006
C1 0.90233 -1.72161 -1.36188
C2 2.96135 1.83177 1.42920
C3 -3.70689 -0.43821 -0.90526
C4 0.80636 -3.22965 -1.30011
C5 -2.41097 1.36729 -0.09945
C6 -2.32985 0.19589 0.86740
C7 -3.72662 1.08402 -0.81677
C8 1.34271 2.40047 3.05531
C9 1.70247 1.00998 1.21080
C10 2.44355 -0.19727 -2.19724
C11 2.84411 2.19784 2.90405
B1 -0.56539 -3.67975 -2.12822
H1 0.48036 -1.31918 -0.44952
H2 1.86571 -0.04512 1.45423
H3 2.92820 2.73648 0.81663
H4 -4.56769 1.41550 -0.19972
H5 1.33537 1.06614 0.18668
H6 -4.70754 -0.87529 -0.90839
H7 -3.80952 1.56461 -1.79169
H8 -1.30191 -0.08441 1.09594
H9 1.70620 -3.72111 -1.67179
H10 -0.61906 -3.11830 -3.21877
H11 -2.84978 0.41477 1.80934
H12 3.42205 3.07787 3.18737
H13 3.17248 1.35943 3.52356
H14 1.05406 3.42933 2.80732
H15 -2.37731 2.33478 0.40122
H16 -0.67017 -4.89508 -2.21541
H17 0.98662 2.17431 4.06239
H18 0.33832 -1.37145 -2.21300
H19 0.68277 -3.52804 -0.26130
H20 -3.17551 -0.78290 -1.79832
H21 3.87089 1.28658 1.18165
H22 3.27593 -0.15957 -2.90706
H23 -1.51295 -3.24470 -1.47509
H24 -1.58254 1.32216 -0.81050

No. 5
Density functional theory data (the ωB97M-V functional and the def2-TZVPD basis) for a structure of composition C11H24Cl2N2O3PSm at a distorted geometry.

## Properties
2S+1   6
Net charge   +2
Strongest force on any atom   0.2249 Eh/bohr
HOMO energy (spin up / spin down)   -15.477 / -15.477 eV
⟨S²⟩   8.765
ΔE to the lowest compared entry with this formula, charge and spin   18.68 kcal per mole

Positions of all 44 atoms, in Å:
Sm1 0.17372 0.56825 -0.27355
Cl1 2.16071 5.00516 -0.19404
Cl2 -0.52676 2.76275 0.22525
P1 -1.24054 0.76280 -2.55528
O1 -0.17777 -0.96598 1.13449
O2 3.54083 3.03533 -1.19071
O3 0.73816 -2.63523 -1.25356
N1 -1.45159 -1.64901 2.78534
N2 0.69815 -2.70875 2.24935
C1 -2.89884 1.24398 -2.10569
C2 -2.35299 -0.53679 2.40005
C3 0.50141 -1.49964 -1.02052
C4 -1.81633 -2.40892 3.95932
C5 2.00913 -2.55575 1.54918
C6 3.42513 4.21542 -1.17673
C7 -1.28491 -0.61554 -3.62323
C8 -0.48622 2.15311 -3.38950
C9 4.24716 5.23581 -1.92803
C10 0.70515 -3.88486 3.10888
C11 -0.31631 -1.83532 2.09291
H1 2.09503 -1.63870 0.96999
H2 -2.89937 2.09903 -1.41595
H3 -2.73808 -0.68470 1.38271
H4 -3.42532 0.40644 -1.62661
H5 2.18378 -3.42256 0.89239
H6 -3.22248 -0.48337 3.07545
H7 -2.11924 -3.42332 3.67004
H8 -1.12875 2.35619 -4.24998
H9 -0.99534 -2.39520 4.68590
H10 4.72007 5.92363 -1.21760
H11 -0.25919 -4.13565 3.55447
H12 -1.86857 -0.29428 -4.48646
H13 5.01383 4.72567 -2.52089
H14 -0.27497 -0.90912 -3.93063
H15 -2.68563 -1.97452 4.45650
H16 3.59368 5.82026 -2.58600
H17 -1.76239 -1.47286 -3.13528
H18 -0.42702 3.03490 -2.73645
H19 2.81323 -2.53194 2.30068
H20 0.52918 1.90033 -3.72594
H21 0.98417 -4.76643 2.51924
H22 -1.83033 0.42671 2.46218
H23 1.44417 -3.75599 3.91433
H24 -3.38774 1.50866 -3.04601

No. 6
Density functional theory data (the ωB97M-V functional and the def2-TZVPD basis) for an isolated molecule of C11H24Cl2Si at a distorted geometry.

## Properties
Net charge   0
Strongest force on any atom   0.0301 Eh/bohr
HOMO energy   -10.327 eV
ΔE to the lowest compared entry with this formula, charge and spin   0.00 kcal per mole

Positions of all 38 atoms, in Å:
Cl1 -2.04269 0.10732 1.37047
Cl2 -2.23692 -2.56693 3.36356
Si1 -3.14504 -1.60294 1.72463
C1 -4.88626 -1.00577 2.15633
C2 -2.96011 -2.75937 0.23551
C3 -1.64845 -3.51394 0.17730
C4 -0.17470 -1.58407 -0.66007
C5 1.18713 0.51313 -1.27621
C6 2.82960 2.45444 -1.83632
C7 3.53889 3.66070 -1.17213
C8 2.89375 4.21529 0.07808
C9 0.80401 -0.50628 -0.21407
C10 2.27682 1.46268 -0.80731
C11 -0.46758 -2.59788 0.44717
H1 -5.61335 -1.82172 2.14462
H2 2.89181 3.49826 0.88189
H3 3.69794 4.46510 -1.91654
H4 -3.05440 -2.12252 -0.64175
H5 -4.86837 -0.56755 3.18735
H6 -3.80223 -3.46663 0.26954
H7 0.29209 1.06535 -1.56247
H8 1.92444 2.00115 0.11484
H9 1.46384 -0.04924 -2.14598
H10 -1.67823 -4.29287 0.92000
H11 0.46570 -3.13795 0.68272
H12 3.44564 5.05919 0.47777
H13 -0.66715 -2.02560 1.37260
H14 -5.23076 -0.24846 1.46686
H15 1.70864 -1.00022 0.11632
H16 3.13774 0.87893 -0.37373
H17 2.00636 2.84130 -2.47573
H18 -1.07853 -1.01209 -0.92266
H19 0.17599 -2.06349 -1.56556
H20 1.85834 4.52758 -0.07731
H21 4.56860 3.32650 -0.90827
H22 -1.51607 -4.02322 -0.79468
H23 3.48802 1.90514 -2.51506
H24 0.41548 -0.01331 0.67826